155
Properties=species:S:1:pos:R:3:forces:R:3:lowdin_charge:R:1 method="wB97M-V/def2-TZVPD" lumo_energy_ev=-0.0605 orbital_gap_ev=7.616 total_energy_ha=-3093.26235 smiles="CC1(C)CCCC(C)(C)N1O.CC1(C)CCCC(C)(C)N1O.CC1(C)CCCC(C)(C)N1O.COC[C@H](C)N.NC(N)=O.NC(N)=O.NC(N)=O.NC(N)=O.NC(N)=O.NC(N)=O" e_above_lowest_kcal_mol=190.54 charge=0
C -37.67063 2.15527 14.43138 1.21 -0.78 -1.72 0.010
C -37.35690 1.39361 13.04341 -1.23 0.22 -0.23 -0.416
C -35.81167 1.39885 12.78388 -0.29 0.28 0.87 -0.143
C -35.31085 0.45596 11.70953 -1.57 0.59 -0.23 -0.186
C -35.79187 -0.97243 12.04109 -0.10 0.17 -0.26 -0.118
C -37.33997 -1.13276 12.27913 0.07 1.16 0.91 -0.441
N -37.77942 -0.01888 13.19693 1.98 -0.62 -0.43 -0.123
O -39.09175 -0.24462 13.66211 -0.26 0.61 -0.57 -0.021
C -37.98283 -1.17938 10.86263 -1.08 0.84 0.27 -0.021
C -37.61688 -2.45061 13.07161 1.04 -0.59 -1.36 -0.043
C -38.02823 2.14544 11.83238 0.78 -0.61 -0.10 -0.015
H -36.81927 1.93706 15.07610 -0.04 0.22 0.20 0.074
H -38.56773 1.84955 14.96977 -0.15 0.22 -0.39 0.066
H -37.69074 3.21165 14.16349 -0.14 0.03 0.44 0.059
H -35.53605 2.40526 12.46880 0.01 0.27 0.42 0.097
H -35.35918 1.16598 13.74779 0.30 0.09 0.05 0.113
H -34.28529 0.66344 11.40412 0.61 -0.81 1.04 0.100
H -35.71695 0.93283 10.81746 -0.90 -0.85 -0.59 0.075
H -35.27609 -1.31818 12.93693 0.16 -0.03 0.00 0.115
H -35.57711 -1.63160 11.19997 0.28 -0.25 0.23 0.105
H -37.31712 -1.18202 9.99954 0.45 -0.81 0.30 0.075
H -38.73740 -1.96540 10.83266 0.16 -0.10 -0.37 0.078
H -38.50363 -0.25125 10.62715 -0.40 0.10 0.52 0.060
H -37.17856 -2.52181 14.06706 -0.08 0.57 0.00 0.083
H -38.61245 -2.89422 13.08404 -0.29 0.84 -0.01 0.076
H -37.06625 -3.17836 12.47555 0.24 -0.42 -0.02 0.074
H -37.76572 3.20142 11.76843 -0.32 0.23 0.59 0.068
H -39.09701 1.98302 11.69296 0.12 0.11 0.44 0.052
H -37.53657 1.76830 10.93564 -0.18 -0.33 -0.24 0.052
H -39.02540 0.12343 14.54627 -0.29 -0.30 0.26 0.073
C -35.44516 8.72358 6.06607 0.90 -0.02 -0.92 -0.010
C -34.19863 7.89708 6.47943 0.05 0.28 2.10 -0.451
C -34.56607 6.71410 7.45785 -0.51 -0.12 -2.36 -0.129
C -35.25986 5.58037 6.66869 -0.64 0.94 0.88 -0.196
C -34.30584 4.98011 5.59706 -0.60 0.05 2.45 -0.139
C -33.75857 6.03609 4.60415 0.41 1.10 0.43 -0.409
N -33.39977 7.40867 5.33580 -3.42 -5.86 3.26 -0.164
O -32.70497 8.30148 4.68650 2.06 2.31 -1.85 0.012
C -32.51015 5.44417 3.84833 -1.37 2.03 1.16 -0.023
C -34.81208 6.25393 3.53691 -1.14 -0.65 -0.86 -0.064
C -33.40517 8.78194 7.52411 1.52 0.03 -1.24 -0.054
H -36.14649 8.92073 6.87685 -0.23 -0.43 -0.24 0.072
H -35.83874 8.31888 5.13364 -0.84 -0.47 0.50 0.072
H -35.15056 9.70221 5.68712 0.45 0.25 0.36 0.081
H -33.71462 6.20407 7.90839 0.50 0.54 -0.04 0.114
H -35.10060 7.21561 8.26462 -0.55 -0.59 -0.04 0.106
H -36.22534 5.86587 6.25105 0.16 0.88 -0.71 0.086
H -35.72569 4.95147 7.42736 0.89 -1.19 -0.10 0.068
H -34.84031 4.08445 5.28045 -0.23 0.36 -1.62 0.096
H -33.54243 4.40068 6.11625 0.88 0.74 0.29 0.109
H -32.88699 4.44672 3.62208 0.91 0.00 -0.56 0.084
H -32.40228 6.17178 3.04395 0.23 -0.77 -0.67 0.075
H -31.59472 5.54873 4.43071 -0.12 -0.68 0.23 0.081
H -34.61540 7.03224 2.79960 0.08 0.32 0.41 0.094
H -34.95980 5.36254 2.92723 0.79 -0.52 -0.27 0.078
H -35.84881 6.28350 3.87221 0.02 1.01 0.65 0.069
H -32.95724 9.67453 7.08738 -0.42 0.35 -0.18 0.072
H -32.52097 8.26158 7.89223 0.05 -0.50 0.01 0.074
H -33.93120 9.06692 8.43524 -0.56 -0.06 -0.40 0.081
H -31.92036 8.28601 5.23946 0.81 0.75 -0.66 0.113
C -35.40174 5.46632 14.32219 -0.40 0.78 0.69 -0.023
C -36.39775 6.68002 14.44023 -1.19 1.00 -0.31 -0.396
C -37.73202 6.37022 15.26249 0.85 -0.25 1.38 -0.104
C -37.60504 6.56615 16.78364 1.98 -1.74 0.34 -0.218
C -36.89172 7.84180 17.06102 -0.97 1.16 -0.67 -0.171
C -35.50107 8.12565 16.35805 -0.45 0.38 0.63 -0.440
N -35.75807 7.96984 14.92249 -3.19 -1.10 2.05 -0.162
O -34.80980 8.50848 14.11394 1.41 0.26 -0.78 -0.002
C -35.24209 9.61173 16.80346 0.54 -0.28 -1.48 -0.048
C -34.28380 7.26792 16.85092 -0.72 0.46 0.89 -0.009
C -36.95617 6.98313 13.03672 -0.01 0.38 -0.25 -0.057
H -35.65269 4.74820 13.54154 -0.05 0.38 -0.23 0.047
H -35.34132 4.88256 15.24071 -0.03 0.17 0.28 0.071
H -34.42557 5.91808 14.14581 0.09 -0.33 -0.33 0.075
H -38.58243 6.97399 14.94566 0.30 0.21 -0.38 0.113
H -38.03176 5.32808 15.15213 0.16 -0.10 -0.62 0.099
H -36.94134 5.83318 17.24229 0.04 -0.97 -0.34 0.100
H -38.52354 6.41459 17.35065 -0.29 0.49 -0.30 0.114
H -36.93972 8.15322 18.10448 0.60 -0.33 0.19 0.115
H -37.65740 8.46660 16.60117 0.62 1.37 -0.23 0.114
H -34.29674 9.94772 16.37740 0.35 -0.12 0.31 0.069
H -35.93958 10.33351 16.37845 -0.57 -0.29 0.15 0.079
H -35.22382 9.71434 17.88846 0.04 -0.16 -0.09 0.082
H -33.95871 6.48038 16.17109 -0.37 0.00 0.27 0.059
H -33.40141 7.84727 17.12264 -0.02 0.40 -0.46 0.069
H -34.60637 6.91142 17.82917 0.15 -0.80 -0.01 0.077
H -36.31516 7.67085 12.48514 1.00 -1.30 -0.65 0.081
H -37.83781 7.60419 12.87830 -0.71 -0.10 1.39 0.079
H -37.25490 5.99725 12.68050 0.49 0.23 -1.00 0.063
H -35.20188 9.36277 13.91881 0.28 0.20 -0.40 0.111
C -38.40753 3.59115 5.82025 -0.36 -0.63 -1.20 -0.730
O -38.29533 4.17967 6.85115 0.36 1.65 2.89 0.035
N -39.47209 2.83653 5.53852 -1.53 -1.42 0.21 0.186
N -37.51351 3.70153 4.86221 2.44 -0.05 -2.86 0.195
H -39.52688 2.20543 4.75188 0.13 0.29 0.14 0.110
H -40.01712 2.58891 6.35199 -0.15 0.04 -0.22 0.116
H -36.78262 4.39856 4.85448 -0.32 -0.03 0.59 0.068
H -37.43619 3.06840 4.07910 -0.46 0.09 0.20 0.117
C -43.38644 4.74507 7.63911 0.49 -0.95 0.68 -0.767
O -42.23903 4.78628 7.29216 2.61 -0.23 -0.93 0.037
N -44.02677 3.69377 8.12642 -0.37 -1.86 0.32 0.186
N -44.13517 5.79249 7.69894 -2.69 4.41 -0.61 0.177
H -43.44052 3.00844 8.58112 -0.63 -0.74 -0.15 0.091
H -45.02191 3.69896 7.95393 0.34 -0.86 0.68 0.118
H -43.84749 6.63372 7.21970 -0.24 -0.17 0.22 0.111
H -45.03158 5.76092 8.16322 0.32 0.31 -0.21 0.120
C -34.53712 3.87815 10.43113 -1.69 4.73 1.95 -0.752
O -35.00494 4.89805 11.00787 0.29 -1.81 -0.58 -0.009
N -33.37619 3.38759 10.70941 4.36 -1.80 0.90 0.184
N -35.14934 3.26428 9.45774 -2.40 -1.38 -2.31 0.182
H -33.00126 2.66367 10.11320 0.03 0.06 0.35 0.112
H -32.71758 3.81674 11.34357 -0.48 0.21 -0.15 0.131
H -34.67680 2.67361 8.78848 -0.39 0.08 0.25 0.122
H -36.13563 3.46852 9.38278 0.14 -0.08 -0.45 0.098
C -40.40133 8.15877 5.76083 1.17 5.11 -4.19 -0.901
O -39.61139 8.52511 4.93492 2.54 2.16 -1.69 0.056
N -41.41066 8.81921 6.20460 -5.16 4.83 1.68 0.171
N -40.39187 7.03175 6.19236 0.96 -11.23 3.62 0.202
H -41.49891 9.80761 6.01654 0.15 -0.25 -0.26 0.125
H -42.29160 8.34629 6.34741 0.35 0.19 0.17 0.097
H -39.62427 6.47213 5.84930 -0.44 -0.44 0.15 0.129
H -41.23031 6.59204 6.54422 0.60 -0.46 0.45 0.086
C -39.27484 9.68817 8.88454 1.69 3.58 -0.66 -0.717
O -39.23930 10.84208 8.37618 -1.37 -2.24 0.42 -0.023
N -38.14906 9.13761 9.29739 2.84 -1.62 0.66 0.158
N -40.29412 8.93891 9.26670 -3.31 0.27 -0.13 0.168
H -38.22285 8.26367 9.79828 0.56 0.06 -0.19 0.082
H -37.24878 9.43659 8.95070 -0.41 0.05 0.12 0.100
H -41.19003 9.36830 9.08486 0.00 -0.53 0.07 0.107
H -40.24127 7.96034 9.51104 0.05 0.25 -0.20 0.093
C -39.20118 5.32802 9.98240 -1.25 0.32 0.77 -0.748
O -39.76039 5.36089 11.07608 0.53 0.11 0.82 0.000
N -37.89185 5.51140 9.76530 1.76 0.18 1.09 0.190
N -39.89391 5.22202 8.86804 -1.15 -0.43 -1.95 0.173
H -37.43218 5.38834 8.87442 -0.28 0.14 0.14 0.079
H -37.34977 5.67759 10.60113 0.48 -0.19 -0.29 0.064
H -39.36720 4.91366 8.06331 -0.45 0.07 -0.37 0.040
H -40.88513 5.02851 8.88017 0.34 -0.04 0.10 0.075
C -43.65520 -0.18822 12.59349 0.36 -1.61 1.30 -0.068
C -43.90089 1.23666 12.33879 -0.77 1.54 -1.33 -0.437
C -43.88274 1.70604 10.83627 -1.42 1.56 2.13 -0.237
O -42.68124 1.69527 10.18105 1.83 -1.53 -0.71 -0.190
C -41.57914 2.37991 10.78931 -0.25 1.14 -0.30 -0.073
N -45.21818 1.49008 12.90385 -1.04 0.31 0.30 0.024
H -42.66580 -0.27871 13.04183 0.47 -0.80 -1.03 0.083
H -44.01380 -0.88715 11.83784 0.89 0.12 -0.50 0.093
H -44.25241 -0.55125 13.42993 -0.33 0.42 0.31 0.070
H -43.10201 1.83921 12.77103 -0.08 0.04 0.49 0.113
H -44.14842 2.76221 10.88119 -0.40 0.65 0.49 0.104
H -44.73419 1.33244 10.26746 0.51 -0.97 -0.33 0.129
H -41.40187 2.29201 11.86120 -0.32 -0.81 -0.01 0.083
H -41.73416 3.45282 10.67553 -0.02 0.33 -0.16 0.078
H -40.65072 2.14695 10.26792 -0.34 -0.31 -0.15 0.084
H -45.67020 2.39261 12.86887 0.59 0.44 -0.64 0.068
H -45.24906 1.26568 13.88812 0.20 -0.36 -0.01 0.068